C34H74ClFN7O9P2S3 | wB97M-V/def2-TZVPD

Geometry as XYZ:
```
131
Properties=species:S:1:pos:R:3:lowdin_charge:R:1
C -1.25586 4.58752 -3.08142 -0.10
C -1.09043 3.50924 -2.00675 -0.25
C -0.29353 2.28570 -2.46894 -0.20
C -0.52561 1.10021 -1.52724 -0.22
N -0.12850 -0.22435 -2.00246 -0.04
C -0.06263 -0.78938 -3.34135 -0.37
C 1.23202 -0.20029 -4.02111 -0.17
C 2.38419 0.18763 -3.07998 -0.69
C 3.10646 -0.88341 -2.27638 -0.12
Cl 3.62565 0.97219 -4.13536 0.65
C -1.29409 -0.57573 -4.32802 -0.25
P -2.82969 0.32444 -3.58246 1.07
C -3.02481 1.68762 -4.81671 -0.28
C -4.42160 -0.54730 -3.95224 -0.42
C -4.96677 -1.50193 -2.89070 -0.16
C -1.58753 -1.80340 -5.24565 -0.33
C -2.21793 -1.28981 -6.56902 -0.09
C -1.34493 -0.42149 -7.45220 -0.23
N -1.53015 0.79220 -7.72516 0.14
N -2.48508 -2.73334 -4.57235 0.11
C -3.34333 -3.45355 -4.99636 -0.82
S -4.49700 -4.41098 -5.39950 0.84
C -0.34632 -2.70660 -5.56485 -0.35
F 0.57721 -1.89436 -6.12316 0.03
C -0.61305 -3.84052 -6.56719 -0.36
S 0.83622 -4.41390 -7.51071 0.94
C 0.17917 -4.33874 -9.19389 -0.52
C -0.09927 -2.96703 -9.77924 -0.14
N 0.34940 -3.23003 -4.20164 -0.12
N 1.73947 -3.16184 -4.32387 0.08
S 0.19315 -5.20792 -3.97526 0.74
C 0.82619 -5.39749 -2.34948 -0.09
O 1.17401 -5.62145 -4.90646 -0.29
O -1.16203 -5.58865 -4.10166 -0.25
C 0.00459 -2.31639 -2.97169 -0.13
P -1.21263 -2.75529 -1.54864 0.48
O -0.33172 -2.99608 -0.40162 -0.25
O -2.05806 -4.02811 -1.97213 -0.14
O -2.29274 -1.61926 -1.41570 -0.15
H -1.33425 4.15544 -4.08150 0.06
H -0.40436 5.26927 -3.09032 0.08
H -2.14844 5.19256 -2.91769 0.07
H -0.55580 3.95210 -1.16120 0.11
H -2.06027 3.18763 -1.61436 0.10
H 0.76652 2.55584 -2.45830 0.11
H -0.52455 2.05412 -3.51289 0.08
H 0.05315 1.28851 -0.62063 0.10
H -1.56552 1.09840 -1.20125 0.08
H 0.39909 -0.73501 -1.31349 0.09
H 1.63840 -0.79140 -4.82657 0.08
H 0.91521 0.72948 -4.49296 0.10
H 2.06777 0.97992 -2.41223 0.07
H 2.45011 -1.39425 -1.56715 0.07
H 3.61775 -1.60634 -2.91905 0.08
H 3.89579 -0.41885 -1.68608 0.09
H -0.94230 0.17761 -5.03234 0.08
H -2.08292 1.94311 -5.29568 0.02
H -3.35179 2.57451 -4.27254 0.04
H -3.77088 1.47006 -5.58623 0.04
H -4.48757 -0.99331 -4.94568 0.06
H -5.09225 0.31995 -3.98773 0.08
H -4.28646 -2.32504 -2.68014 0.03
H -5.91356 -1.92843 -3.22607 0.08
H -5.16227 -0.96377 -1.96023 0.07
H -2.56627 -2.13974 -7.15854 0.11
H -3.11538 -0.73438 -6.30155 0.10
H -0.50145 -0.90927 -7.93411 0.09
H -2.35824 1.17034 -7.26830 0.03
H -1.30854 -3.43187 -7.28805 0.07
H -1.10771 -4.68467 -6.10212 0.06
H -0.69950 -4.98587 -9.23686 0.08
H 0.96279 -4.84404 -9.76427 0.07
H 0.75102 -2.29677 -9.64553 0.08
H -0.97807 -2.50292 -9.32842 0.05
H -0.29992 -3.05298 -10.84872 0.08
H 2.10413 -3.47431 -5.20837 0.10
H 2.19094 -2.45012 -3.78374 0.06
H 0.00246 -5.58136 -1.67309 0.07
H 1.39888 -4.53506 -2.02960 0.07
H 1.47753 -6.26293 -2.48176 0.10
H 0.89606 -2.41627 -2.35680 0.08
H -2.39718 -4.49425 -1.18526 0.12
H -2.99937 -1.85204 -0.77929 0.12
C -2.39620 3.70220 6.10109 -0.12
O -1.13030 4.12724 5.64757 -0.19
C -0.03377 3.39306 6.18869 -0.21
C 0.68814 2.64363 5.09405 -0.21
N -0.14619 1.57434 4.56127 -0.04
C 0.38870 0.90757 3.38631 -0.20
C 0.55315 1.73442 2.11582 -0.23
O -0.67071 2.17618 1.55311 -0.21
C -1.14807 3.42071 2.03886 -0.09
H -3.13348 4.38596 5.68357 0.09
H -2.63636 2.68082 5.78097 0.08
H -2.46405 3.73869 7.19333 0.09
H -0.37729 2.70196 6.96128 0.11
H 0.65307 4.10018 6.65606 0.12
H 1.60223 2.20889 5.50844 0.12
H 0.98240 3.37924 4.33088 0.11
H -1.05918 1.95498 4.34407 0.08
H -0.26436 0.06301 3.14922 0.12
H 1.36827 0.48943 3.64305 0.12
H 1.02547 1.08816 1.36722 0.11
H 1.21987 2.59159 2.26673 0.11
H -0.32241 4.08755 2.30095 0.09
H -1.79057 3.31055 2.91545 0.08
H -1.73287 3.87801 1.24039 0.08
C 5.37081 2.64194 12.11495 -0.12
O 5.18932 1.43890 11.39819 -0.20
C 4.40584 0.46202 12.07198 -0.22
C 3.12944 0.18781 11.30936 -0.22
N 2.25319 1.34806 11.33606 -0.05
C 1.07026 1.24470 10.49499 -0.20
C 1.27728 1.15029 8.98867 -0.22
O 1.82982 2.32146 8.41257 -0.21
C 3.24300 2.38389 8.38599 -0.09
H 6.04479 3.26372 11.52865 0.09
H 4.42985 3.18208 12.26939 0.08
H 5.82372 2.45964 13.09473 0.09
H 4.17475 0.79876 13.08706 0.12
H 4.99069 -0.45924 12.13992 0.12
H 2.61198 -0.65693 11.77446 0.12
H 3.41298 -0.12037 10.29193 0.11
H 2.78638 2.16504 11.06443 0.08
H 0.44318 2.11820 10.68999 0.12
H 0.49827 0.36611 10.81235 0.12
H 0.29515 1.01463 8.52658 0.11
H 1.88495 0.28101 8.70879 0.11
H 3.68406 1.38775 8.28615 0.09
H 3.66195 2.85593 9.27867 0.08
H 3.52763 2.98449 7.52102 0.09
```

For the HOMO-LUMO gap, the calculation gives 6.93 eV. As for the charge: +1. As for the molecular weight: 937.61 g/mol. As for the total energy: -131628.8882 eV. The energy above the lowest of the compared OMol25 structures with the same formula, charge and spin is 0.0 kcal/mol.